[1]
{"formula": "C35H40AuBrF4NP2", "method": "ωB97M-V/def2-TZVPD", "de_lowest_kcal_mol": 0.0, "total_charge": -1, "homo_lumo_gap_ev": 4.452, "total_energy_ha": -5204.32550, "species": ["C", "H", "C", "H", "C", "H", "H", "H", "C", "C", "Au", "H", "H", "C", "C", "C", "H", "H", "H", "H", "H", "F", "C", "C", "C", "P", "C", "C", "C", "H", "H", "C", "H", "H", "H", "H", "H", "C", "H", "H", "C", "C", "N", "H", "F", "C", "H", "F", "H", "C", "C", "C", "H", "H", "C", "F", "C", "C", "C", "C", "C", "C", "H", "C", "H", "H", "H", "H", "H", "H", "C", "C", "C", "H", "P", "C", "H", "Br", "H", "H", "H", "H", "C", "H"], "xyz": [[0.1054, 0.3127, 4.7037], [2.1517, -1.2473, -2.4422], [1.9374, 0.6854, 3.2386], [-0.4274, -4.7477, -3.6387], [3.3410, 1.3642, -2.2537], [0.0994, -6.5056, -2.2352], [2.5911, -2.5271, 1.2628], [-0.3531, 5.3943, 2.7614], [0.6039, 3.8683, -1.3592], [-2.0679, 2.5318, 0.8372], [0.2542, -0.7706, 0.2537], [1.6816, 3.8518, -1.1752], [0.5755, -3.2875, -3.4420], [2.8067, 0.5476, 4.3048], [-1.0805, 2.2328, 1.7785], [-0.6771, 0.2621, -3.1236], [2.1691, 1.3692, -4.0497], [0.5095, 4.5991, -3.9922], [-1.3051, -2.2778, 1.9673], [0.1173, 3.5177, -0.4503], [3.3895, 0.8137, -1.3109], [-1.1949, 0.2431, 5.0027], [0.9193, -6.3724, -0.2509], [-2.1473, -1.7345, 2.3806], [-2.4493, 3.8420, 0.6067], [0.5989, 1.1982, -2.1606], [0.8614, 3.5751, -3.8305], [-1.8362, 4.8788, 1.2993], [0.4362, -5.8377, -1.4448], [1.6490, -1.0172, -4.1059], [0.1809, 0.4976, -5.1217], [-2.0918, -0.3472, 2.4999], [-0.8514, 3.0221, -2.6706], [1.7570, -5.8654, 1.6520], [-2.5414, 1.7301, 0.2819], [-2.7667, -0.2645, -2.9410], [-1.0357, -3.3035, -2.7840], [1.2949, -4.1003, 0.5588], [-3.3201, -3.4976, 2.6594], [-2.1258, 5.9047, 1.1099], [1.3485, -5.4777, 0.7211], [-0.8422, 4.5931, 2.2218], [0.7004, -2.2266, -0.9811], [-5.2183, 0.2056, 3.6877], [0.4912, -0.0623, 7.0031], [0.7808, -3.5231, -0.6577], [3.3558, -0.8491, -3.7025], [3.1724, 0.1425, 6.5975], [-3.1711, 1.4194, 3.0798], [-0.7817, 0.5725, -4.6132], [1.8542, -3.2381, 1.6548], [2.1698, 0.8439, -3.0893], [3.2551, 2.4295, -2.0248], [-0.3484, -0.7751, -2.9769], [0.5535, 0.5294, 3.4094], [4.1245, 0.6873, 4.1584], [-0.4660, 3.2771, 2.4612], [0.9694, 0.1667, 5.7798], [-2.0404, 0.3861, -2.4466], [2.3401, -0.6547, -3.3431], [-4.3562, -0.3416, 3.3270], [-3.2947, -2.4198, 2.7565], [-5.3008, -2.2617, 3.4974], [-4.4003, -1.7263, 3.2228], [0.3123, 3.0749, 3.1868], [0.3128, 4.9100, -1.5290], [-1.1725, 1.5807, -4.7798], [-1.4698, -0.1242, -5.1014], [1.9498, 3.6192, -3.7467], [-1.9786, 0.0828, -1.3995], [0.3705, -4.4781, -1.6606], [2.3281, 0.2746, 5.5763], [-0.1581, -3.9370, -2.9563], [2.3304, -3.8601, 2.4166], [-0.5679, 0.4867, 1.9161], [-3.2045, 0.3430, 2.9746], [-3.2180, 4.0541, -0.1262], [2.7171, 1.1920, 1.6025], [0.9720, -7.4425, -0.0921], [0.6237, 2.9937, -4.7203], [-2.4283, 1.4097, -2.4945], [4.2883, 1.2084, -2.7779], [0.2399, 2.9957, -2.5608], [1.0980, -2.6190, 2.1525]], "forces_ev_per_angstrom": [[0.11, -0.08, 0.12], [-0.01, 0.01, 0.01], [0.07, 0.02, 0.06], [0.00, 0.00, 0.00], [0.04, -0.01, 0.02], [0.00, 0.00, 0.01], [-0.01, -0.01, -0.01], [0.00, 0.01, -0.01], [0.04, 0.02, 0.05], [-0.03, -0.01, -0.01], [-0.09, -0.10, 0.22], [0.00, 0.01, -0.02], [0.03, -0.01, 0.00], [-0.09, -0.02, 0.10], [0.08, 0.04, -0.06], [0.02, -0.04, -0.07], [-0.03, 0.00, 0.00], [-0.01, 0.00, 0.01], [0.02, 0.02, -0.01], [0.02, 0.00, 0.01], [0.00, 0.01, 0.01], [-0.02, 0.01, 0.01], [0.00, 0.03, 0.02], [-0.08, -0.01, 0.03], [-0.04, -0.01, 0.00], [0.04, -0.05, 0.11], [0.01, 0.01, -0.02], [0.02, 0.01, 0.01], [0.00, -0.06, -0.03], [-0.01, 0.01, -0.01], [0.02, 0.00, 0.01], [0.00, 0.09, -0.04], [0.00, 0.01, 0.00], [0.00, -0.01, 0.00], [0.03, -0.02, -0.02], [-0.01, 0.00, 0.00], [0.00, -0.01, 0.01], [0.03, 0.02, 0.01], [-0.02, 0.00, 0.00], [0.00, 0.00, 0.01], [-0.01, -0.05, 0.02], [-0.02, 0.03, -0.01], [0.04, 0.17, 0.07], [0.00, 0.00, 0.00], [0.00, 0.00, 0.05], [-0.05, -0.10, -0.15], [0.01, 0.00, 0.01], [0.03, -0.01, 0.05], [0.00, 0.01, -0.01], [-0.01, 0.03, -0.02], [0.01, 0.09, 0.00], [0.02, 0.02, -0.04], [-0.01, 0.00, 0.01], [0.02, 0.01, 0.03], [-0.14, 0.07, -0.26], [0.04, 0.02, -0.01], [-0.03, -0.02, 0.03], [0.03, 0.03, -0.15], [-0.01, 0.02, 0.01], [0.01, -0.02, -0.05], [0.02, -0.03, 0.00], [0.06, -0.01, -0.01], [0.00, 0.00, 0.00], [-0.04, 0.00, 0.01], [0.00, -0.03, -0.01], [-0.01, 0.00, 0.00], [0.00, 0.01, 0.01], [0.01, -0.02, 0.01], [0.01, 0.00, 0.01], [0.01, -0.02, 0.00], [0.01, 0.02, -0.01], [-0.02, 0.00, -0.07], [-0.04, 0.04, 0.01], [0.02, 0.00, 0.00], [0.14, -0.10, 0.06], [-0.02, -0.02, 0.03], [0.00, 0.01, 0.01], [-0.09, 0.03, -0.01], [0.00, 0.00, 0.00], [-0.01, -0.01, 0.00], [0.00, 0.01, 0.00], [-0.01, 0.00, -0.02], [-0.02, 0.02, -0.11], [-0.04, -0.04, -0.01]], "mulliken_charge": [0.4851, 0.1157, -0.0936, 0.3688, -1.5694, 0.2795, 0.1698, 0.4007, -1.3432, -0.2691, 0.3870, 0.2010, -0.0216, 0.2053, 0.4667, 1.4735, 0.4009, 0.4670, 0.2817, 0.2566, 0.1051, -0.3176, -0.8700, -0.4106, -0.7856, 0.9142, -1.7943, -0.5708, -0.5165, 0.2497, 0.3519, 0.1439, 0.2490, 0.2838, 0.3848, 0.5247, 0.1172, 1.1782, 0.4559, 0.3572, -0.7127, -0.7390, -0.7648, 0.4011, -0.3180, -0.1237, 0.5479, -0.3180, 0.4562, -1.8398, -1.1323, 0.4695, 0.3052, -0.4143, -0.4651, -0.3379, -0.7930, 0.3763, -1.2907, -1.4901, -0.7814, -0.8030, 0.3780, -0.5435, 0.4011, 0.4786, 0.3192, 0.4551, 0.2924, -0.0879, 1.0922, 0.5648, -1.0897, 0.3726, 1.1198, -0.2337, 0.3941, -0.0067, 0.3306, 0.3247, 0.3576, 0.4648, 0.6428, 0.0283]}

---

[2]
{"formula": "C5H6IP", "method": "ωB97M-V/def2-TZVPD", "de_lowest_kcal_mol": 16.4, "total_charge": 0, "homo_lumo_gap_ev": 8.537, "total_energy_ha": -833.04211, "species": ["H", "C", "C", "H", "P", "H", "H", "I", "C", "H", "C", "C", "H"], "xyz": [[-1.0478, 0.2572, 1.8125], [0.9596, -1.2678, -0.4375], [-0.9547, 0.0744, 0.7516], [1.7136, -1.9083, -0.8806], [-0.0407, 2.6104, 0.0347], [-1.1171, 2.7204, 0.9237], [1.9501, 0.5990, -0.7413], [-2.9258, -0.2159, -0.0519], [0.9473, 0.1709, -0.8670], [0.6909, 0.2407, -1.9320], [0.0886, -1.6634, 0.4461], [-0.0518, 0.9236, -0.0230], [-0.2122, -2.5412, 0.9647]], "forces_ev_per_angstrom": [[-0.07, 0.13, -0.02], [0.41, -0.06, -0.26], [1.62, -4.07, -0.50], [-0.03, -0.17, -0.01], [0.34, -0.61, -0.21], [-0.35, 0.11, 0.25], [-0.16, 0.03, -0.17], [0.33, 0.08, 0.09], [0.20, -0.07, -0.14], [0.08, 0.02, 0.07], [-2.44, 4.03, 0.82], [0.04, 1.10, -0.01], [0.02, -0.51, 0.09]], "mulliken_charge": [0.5061, -0.1845, -0.8672, 0.3768, -0.0682, -0.0087, 0.3875, 0.0706, -0.6681, 0.2933, -0.5169, 0.2661, 0.4133]}

---

[3]
{"formula": "C4H66N2O32S", "method": "ωB97M-V/def2-TZVPD", "de_lowest_kcal_mol": 2.5, "total_charge": 0, "homo_lumo_gap_ev": 9.571, "total_energy_ha": -3107.37275, "species": ["O", "H", "H", "H", "O", "H", "O", "H", "N", "H", "H", "H", "H", "O", "H", "H", "H", "H", "H", "H", "S", "O", "C", "H", "O", "H", "H", "H", "O", "O", "H", "O", "H", "O", "H", "H", "H", "N", "H", "H", "H", "O", "H", "O", "O", "H", "O", "H", "H", "O", "H", "H", "H", "H", "H", "H", "H", "H", "H", "H", "H", "O", "H", "C", "H", "O", "O", "O", "H", "O", "H", "O", "O", "H", "H", "H", "H", "O", "O", "O", "H", "H", "H", "H", "O", "O", "H", "O", "H", "H", "H", "H", "C", "H", "H", "H", "O", "H", "O", "O", "O", "H", "H", "H", "C"], "xyz": [[3.7562, 0.7457, -3.3084], [-4.9350, -2.3125, -3.7927], [4.5050, 3.9432, 1.3561], [4.5620, 0.5640, 5.7590], [-5.6193, -8.7964, -2.7879], [3.0274, 5.0908, 3.2946], [2.9117, 4.6509, 4.1430], [5.5991, -0.3842, 5.1643], [-0.0621, 2.8558, 1.0741], [0.6625, 3.9073, -0.6032], [-0.4530, -0.3471, 3.5936], [-5.6751, -0.7569, 0.0119], [-2.7659, -9.4251, -3.5756], [-7.3604, -5.2565, -1.6627], [2.3667, 3.8845, 3.9324], [6.6992, 5.4867, -2.8216], [-5.9153, -3.2910, -1.3911], [0.8804, -3.9834, -1.7471], [-7.6506, -1.2873, -1.0869], [-8.2917, -5.0150, -1.6549], [-1.3251, 1.1483, -0.6990], [-6.4860, -0.2738, 0.2368], [-0.6113, 2.1256, 0.2736], [3.5202, -0.0745, -3.7514], [1.6624, 1.9741, 6.3769], [2.3312, 7.9890, -2.1423], [-5.5825, -8.8460, -3.7490], [-0.2501, 4.8694, 0.5638], [0.1270, 0.4694, -3.8943], [6.6210, 6.4412, -2.6992], [-4.6234, -4.8035, 0.4448], [-7.8302, -1.6044, -1.9872], [8.1520, 2.5491, 0.0812], [-5.9434, -3.2976, -0.4278], [5.5515, 2.0980, 4.2153], [9.6808, 5.5659, -3.9926], [0.2801, 6.9695, 0.2117], [3.4677, 2.1944, 0.7226], [-0.1752, -0.3838, 2.0863], [-6.5781, 0.3623, -0.4814], [-8.7879, -1.5767, -2.0691], [-1.7196, -2.1885, 0.7218], [-6.4428, -4.0994, -0.2272], [5.4867, 0.5141, 5.4917], [-0.5915, 1.8645, 4.2175], [8.6365, 6.6557, -3.7815], [-0.2894, -0.9509, 2.8587], [0.1970, 2.0319, 4.7475], [-4.8881, -4.8110, 1.9413], [1.7264, 4.4303, 1.0757], [1.9885, 1.2995, 6.9805], [1.6706, 6.6888, -1.7067], [-5.9785, -6.9865, 0.1834], [1.5191, 2.7482, 6.9322], [-3.9591, -2.1330, -0.1343], [-5.6153, -7.7910, -1.0699], [0.2184, 0.6960, -2.9615], [-7.0192, -5.0083, 2.8350], [5.6727, 6.5892, -2.6319], [-3.0125, -4.6882, 4.5540], [-1.3982, -2.8662, 0.1174], [5.6911, 3.3045, -2.6673], [-6.0810, -9.5990, -2.5238], [3.9297, 3.5581, 0.5068], [-3.8166, -2.0489, -2.7929], [0.8113, -4.0725, -0.7896], [9.5887, 6.5133, -3.8577], [2.7496, 5.2028, -0.7568], [-3.8521, -3.5290, 4.0333], [6.8250, 0.5745, -2.9334], [3.4690, 1.9655, 1.7076], [-0.5689, 7.3310, 0.4882], [-3.8342, -1.4728, -0.8289], [1.4242, -2.0164, -0.3473], [-0.5563, 8.2131, 0.1021], [7.6823, 0.5736, -3.3692], [4.5563, 3.5803, -0.3800], [7.5461, 2.0889, -0.5077], [-6.3334, -7.6394, -0.4393], [-6.9949, -4.0507, 2.9398], [0.2927, -4.8747, -0.6669], [-0.3760, 2.1692, 3.3297], [6.9967, 0.9219, -2.0460], [-7.3454, -6.2250, -1.6964], [-3.1407, -9.4859, -4.4597], [-3.3884, -4.3239, 3.7470], [5.6741, 2.4321, -3.0825], [1.4697, 7.5965, -1.9744], [4.6928, 0.6519, -3.1013], [-1.4001, -2.4684, 1.5883], [4.0617, 1.5428, 0.2314], [4.8042, 3.4387, 4.3201], [2.7770, 4.4712, 0.2015], [-0.8208, 0.4933, -4.0614], [-2.7213, -8.7737, -4.9528], [7.2103, 2.7782, -1.1002], [-3.9771, -2.3420, -3.7011], [-7.9200, -3.7891, 2.9737], [5.2303, 2.8442, 3.6903], [-4.7656, -5.4024, 1.1890], [1.1504, -1.3617, 0.3030], [-3.1126, -0.9306, -0.4871], [1.4242, -1.7412, 1.1452], [4.7946, 3.6391, -2.7910], [0.5094, 4.0979, 0.4575]], "forces_ev_per_angstrom": [[0.07, 0.20, 0.12], [0.02, 0.04, -0.03], [0.01, 0.10, -0.02], [0.03, 0.03, -0.05], [-0.10, -0.17, -0.15], [-0.08, 0.05, 0.02], [0.05, -0.07, 0.06], [0.04, 0.02, -0.02], [0.37, 0.57, -0.81], [0.14, 0.14, -0.05], [-0.03, 0.19, -0.03], [-0.05, -0.05, -0.05], [-0.11, 0.01, 0.04], [-0.29, -0.15, -0.18], [0.00, 0.02, 0.00], [-0.10, -0.07, 0.05], [-0.20, 0.01, 0.00], [-0.02, 0.00, 0.00], [0.22, -0.19, 0.07], [0.03, 0.06, -0.08], [-0.07, -0.10, -0.12], [-0.13, 0.05, -0.19], [-0.03, -0.28, 0.64], [-0.08, 0.05, -0.04], [0.07, 0.06, -0.04], [-0.01, 0.03, 0.01], [0.28, 0.02, 0.02], [0.20, 0.19, 0.29], [0.01, 0.00, 0.05], [0.08, -0.17, -0.07], [-0.13, 0.11, 0.03], [-0.22, 0.09, -0.02], [0.02, -0.12, 0.05], [0.59, 0.07, 0.28], [-0.03, -0.02, 0.02], [0.04, 0.02, -0.03], [0.04, 0.15, -0.04], [-0.25, 0.22, 0.08], [-0.09, -0.13, -0.07], [0.13, 0.12, 0.10], [0.02, 0.01, -0.08], [-0.26, -0.40, 0.06], [-0.14, 0.06, -0.17], [-0.07, -0.03, 0.04], [0.05, -0.18, 0.01], [-0.01, 0.11, 0.11], [0.15, -0.07, 0.12], [0.04, -0.09, 0.13], [0.17, -0.04, 0.06], [0.26, -0.46, 0.04], [-0.12, -0.04, -0.02], [0.12, 0.05, -0.04], [0.01, -0.03, 0.05], [0.01, 0.04, -0.04], [0.04, -0.15, -0.14], [-0.22, -0.07, -0.04], [0.04, -0.03, -0.05], [0.01, 0.01, -0.03], [0.02, 0.08, -0.02], [-0.01, -0.04, -0.03], [0.14, 0.14, -0.06], [-0.05, 0.15, 0.06], [-0.02, 0.05, 0.09], [0.19, -0.35, 0.21], [-0.04, 0.04, 0.14], [-0.09, -0.11, -0.22], [-0.10, -0.08, -0.03], [-0.14, -0.17, -0.01], [0.00, 0.00, -0.03], [-0.28, 0.18, 0.07], [0.10, -0.07, -0.03], [0.11, -0.08, 0.05], [-0.28, 0.34, -0.07], [-0.17, -0.05, 0.09], [-0.07, -0.02, -0.05], [-0.04, -0.02, -0.04], [0.17, 0.15, 0.06], [-0.12, 0.20, -0.31], [0.18, 0.20, 0.14], [0.00, -0.15, 0.06], [0.06, -0.01, 0.09], [0.00, 0.16, -0.15], [0.27, -0.19, 0.14], [0.19, -0.01, 0.30], [0.04, 0.04, -0.12], [-0.06, 0.12, 0.04], [0.20, 0.00, -0.14], [-0.07, -0.09, 0.08], [0.09, -0.33, -0.07], [0.06, 0.31, 0.09], [-0.04, -0.06, 0.05], [-0.11, 0.05, -0.11], [0.12, 0.42, -0.29], [0.02, -0.04, -0.01], [0.01, -0.03, -0.01], [-0.14, 0.06, 0.13], [-0.02, -0.04, 0.02], [0.04, 0.10, -0.03], [0.01, -0.03, -0.07], [-0.06, -0.26, -0.16], [0.38, 0.24, 0.05], [0.04, -0.19, 0.05], [-0.10, -0.01, 0.02], [-0.01, -0.02, 0.05], [-0.92, -0.42, 0.09]], "mulliken_charge": [-0.5689, 0.3131, 0.1585, 0.3102, -0.6477, 0.3275, -0.6433, 0.3283, -0.2720, 0.4661, 0.3144, 0.4167, 0.3206, -0.6025, 0.3146, 0.3810, 0.2708, 0.3182, 0.3889, 0.2666, -0.2748, -0.7564, 0.4552, 0.2845, -0.6200, 0.2886, 0.3135, 0.4693, -0.6109, -0.6525, 0.3480, -0.6036, 0.3182, -0.6251, 0.3296, 0.3003, 0.2839, -0.3895, 0.2752, 0.3041, 0.2756, -0.4694, 0.3282, -0.6687, -0.6457, 0.3248, -0.6304, 0.3344, 0.2757, -0.0908, 0.2808, 0.4167, 0.3702, 0.3175, 0.2846, 0.3520, 0.2957, 0.3144, 0.2835, 0.2634, 0.2565, -0.5058, 0.3034, 0.3338, 0.3632, -0.6170, -0.6318, -0.5629, 0.3260, -0.6537, 0.1887, -0.6428, -0.5224, 0.2172, 0.3138, 0.2920, -0.1226, -0.6848, -0.6884, -0.6087, 0.2924, 0.3874, 0.4011, 0.3355, -0.6349, -0.5819, 0.1961, -0.6345, 0.2986, 0.2726, 0.2086, 0.3026, 0.3902, 0.3113, 0.3168, 0.2672, -0.6730, 0.2772, -0.5758, -0.5967, -0.4797, 0.1456, 0.2944, 0.2811, -0.9671]}

---

Strongest force on any atom in Eh/bohr, matching the order above: 0.006, 0.093, 0.021